Below is a molecular structure, C41H41BrDyN5O6 at a distorted geometry, with properties calculated with ωB97M-V/def2-TZVPD.

The value obtained for the HOMO energy (spin up / spin down) is -7.842 / -7.847 eV. Its charge is 0. For the orbital gap (spin up / spin down), the calculation gives 7.4081 / 7.4207 eV. As for the spin multiplicity: 6. The energy relative to the best compared isomer or geometry (same formula, charge and spin) is 2.910 eV. The calculation puts the LUMO energy (spin up / spin down) at -0.0159 / -0.0156 Ha. For the energy, the calculation gives -157046.8996 eV.

Positions of all 95 atoms, in Å:
C1 1.71201 -1.06790 1.89713
H1 0.73959 0.95493 4.54552
H2 0.96134 -1.41245 3.94021
C2 -6.50607 -0.90863 0.82130
O1 2.68201 -3.25154 1.96621
C3 0.90387 -0.68217 3.13569
C4 -5.80001 -4.49899 0.14153
C5 -5.25324 -0.47466 1.29299
H3 7.18913 0.18890 0.44432
C6 1.62414 4.63350 -0.24795
C7 5.56915 -1.95346 0.86220
H4 1.45942 -2.68159 -1.57869
H5 3.21111 3.22303 0.04573
H6 3.89887 1.37182 0.62564
H7 6.60860 -2.28659 0.84369
C8 3.06667 -1.57443 -0.90126
C9 -0.49695 3.55671 -0.52750
C10 -0.20414 0.35561 1.57400
H8 -7.34170 -0.21976 0.79450
H9 2.30626 6.01542 2.01590
C11 6.12736 0.42524 0.37088
C12 5.36870 -0.80292 -0.13080
C13 2.19307 6.79783 -1.35698
N1 0.01021 2.33633 -0.39229
H10 1.16178 7.14758 -1.37159
H11 2.75671 -0.79084 1.99991
H12 -0.24788 5.66822 -0.57512
C14 1.83952 0.82068 -0.08437
H13 6.01875 1.27413 -0.30590
H14 -4.82637 -6.40025 0.04678
H15 -1.13417 0.55292 1.04010
H16 4.28937 5.02514 -1.00460
C15 -5.85639 -2.05754 -2.42306
C16 -6.68678 -2.16980 0.32885
O2 -0.44669 -0.65980 2.60669
H17 -7.54332 -4.94723 -2.91509
Br1 -3.16576 -3.82104 -5.01901
N2 0.61540 -1.27571 -0.30961
H18 5.33386 -1.63612 1.87888
H19 5.68666 -0.48694 -2.27182
C17 -6.82155 -3.04664 -2.26481
H20 -5.12323 0.53879 1.64554
C18 -5.65585 -4.46083 -3.81759
N3 -3.32074 -3.53926 0.92582
C19 -3.48734 -4.80687 0.62692
N4 -8.01464 -2.89592 -1.43734
H21 -5.92749 -1.11986 -1.89223
C20 0.99047 -0.25267 0.72455
C21 2.15381 3.35529 -0.10219
N5 -7.96293 -2.49003 -0.27136
H22 4.24866 5.00013 0.76161
H23 -3.99695 -1.53772 -3.35036
H24 7.05391 -1.20949 -1.41923
C22 -4.76894 -2.28715 -3.24670
Dy1 -1.27953 -2.12868 1.00105
C23 -4.39157 -2.68707 0.88045
C24 -4.73431 -5.34449 0.25254
H25 5.65848 -2.19119 -1.81126
H26 2.67597 7.55317 1.22846
H27 4.92532 -2.80152 0.64055
H28 0.81201 2.29265 1.98900
O3 0.46160 -3.13048 1.76081
C25 1.66149 -2.61453 1.84170
C26 -4.66724 -3.49801 -3.92246
O4 -0.08620 -0.52399 -2.43432
O5 -2.97084 -0.98411 1.72710
C27 2.09973 6.63109 1.13926
H29 -0.62524 1.94894 2.92695
H30 2.83804 7.67631 -1.31743
H31 -2.60765 -5.44135 0.67360
C28 1.10798 0.77089 3.53786
C29 0.24903 4.71598 -0.45830
C30 3.30249 0.62255 0.12978
H32 1.68005 0.48986 -1.11918
C31 3.87534 -0.51756 -0.27612
C32 -0.41618 -0.98534 -1.37952
C33 3.96926 5.57811 -0.12034
H33 2.38496 6.27918 -2.29672
C34 2.47542 5.89293 -0.15273
O6 -1.57906 -1.39311 -0.98805
C35 5.96545 -1.19689 -1.49231
C36 1.75230 -1.84983 -0.94778
H34 -5.57690 -5.38423 -4.37335
C37 -4.16696 -1.32910 1.30660
H35 5.79607 0.73013 1.36496
H36 4.53407 6.51005 -0.08667
H37 1.04096 6.89177 1.15428
H38 -1.56473 3.61435 -0.70468
H39 3.63478 -2.30425 -1.46367
C38 1.31799 2.23976 -0.16438
C39 -5.64908 -3.12403 0.43293
C40 0.26386 1.50395 2.48247
H40 -6.77392 -4.87323 -0.15310
C41 -6.74727 -4.21885 -2.99689
H41 2.16275 1.04475 3.50326

Force components x, y, z for each atom (eV/Å):
C 0.2 0.2 -0.1
H 0.0 0.0 0.0
H 0.0 0.0 0.0
C 0.2 0.1 0.0
O 0.1 0.0 0.1
C -0.1 -0.1 0.0
C -0.1 0.0 0.0
C -0.2 -0.1 -0.1
H 0.0 0.0 0.0
C 0.0 -0.1 0.0
C 0.1 0.0 0.0
H 0.0 0.0 0.0
H 0.1 -0.1 0.0
H 0.0 0.1 0.1
H 0.0 0.0 0.0
C 0.0 -0.1 0.0
C -0.1 0.0 0.0
C 0.3 0.1 -0.1
H 0.0 0.0 0.0
H 0.0 0.0 0.0
C 0.0 0.0 0.1
C 0.0 0.1 0.0
C 0.0 0.0 0.0
N 0.0 0.0 0.0
H 0.0 0.0 0.0
H 0.0 0.0 0.0
H 0.0 0.0 0.0
C 0.3 -0.2 -0.2
H 0.0 0.0 0.0
H 0.0 0.0 0.0
H 0.1 0.0 0.0
H 0.0 0.0 0.0
C 0.1 0.0 0.0
C -0.4 -0.1 0.0
O 0.2 0.4 -0.3
H 0.0 0.0 0.0
Br 0.1 0.0 0.0
N 0.2 0.3 0.1
H 0.0 0.0 0.0
H 0.0 0.0 0.0
C -0.5 0.2 0.2
H 0.0 0.0 0.0
C 0.0 0.0 0.0
N 0.1 0.0 0.1
C -0.1 -0.1 -0.1
N 0.3 -0.2 -0.3
H 0.0 0.0 0.0
C -0.1 0.1 0.2
C -0.2 -0.1 -0.1
N 0.2 0.2 0.1
H 0.0 0.0 0.0
H 0.0 0.0 0.0
H 0.0 0.0 0.0
C 0.0 -0.1 -0.1
Dy -1.0 -1.2 0.6
C 0.1 -0.1 0.0
C 0.1 0.1 0.0
H 0.0 0.0 0.0
H 0.0 0.0 0.0
H 0.0 -0.1 0.0
H 0.0 0.0 0.0
O 0.5 -0.1 0.2
C -0.1 -0.2 -0.2
C -0.1 0.1 0.1
O 0.1 0.1 0.0
O -0.5 0.0 0.1
C 0.0 0.0 0.0
H 0.0 0.0 0.0
H 0.0 0.0 0.0
H 0.0 0.0 0.0
C 0.1 0.0 0.1
C 0.1 0.1 0.0
C 0.0 0.0 -0.1
H 0.0 0.1 0.0
C -0.2 -0.1 0.0
C -0.3 0.1 0.1
C 0.1 0.0 0.0
H 0.0 0.0 0.0
C 0.0 0.0 0.0
O 0.3 0.4 -0.7
C 0.0 0.0 0.0
C 0.0 -0.1 0.1
H 0.0 0.0 0.0
C 0.1 0.0 0.1
H 0.0 0.0 0.0
H 0.0 0.0 0.0
H 0.0 0.0 0.0
H 0.0 0.0 0.0
H 0.0 0.0 0.0
C 0.2 0.0 0.0
C 0.0 0.0 0.0
C 0.0 0.1 -0.1
H 0.1 0.0 0.0
C 0.0 -0.1 -0.1
H 0.0 0.0 0.0

---

Below is a molecular structure, C41H41BrHgN4P2, with properties calculated with ωB97M-V/def2-TZVPD.

The value obtained for the HOMO energy (spin up / spin down) is -9.057 / -9.879 eV. Its charge is +1. For the orbital gap (spin up / spin down), the calculation gives 7.2754 / 6.3080 eV. As for the spin multiplicity: 2. The energy relative to the best compared isomer or geometry (same formula, charge and spin) is 0.944 eV. The calculation puts the LUMO energy (spin up / spin down) at -0.0655 / -0.1312 Ha. For the energy, the calculation gives -141932.0910 eV.

Positions of all 90 atoms, in Å:
C1 1.69032 -0.64112 -5.46920
C2 -3.25718 -3.53223 2.58453
C3 0.98597 -1.09308 -4.36463
C4 2.29193 -0.66330 2.14718
C5 1.84003 0.64305 2.34688
C6 1.89268 -3.12687 0.62547
C7 2.45427 0.54421 4.66758
H1 4.50139 -1.92281 0.54604
C8 -5.15272 0.03748 -0.09659
C9 2.09697 3.07657 -1.59633
H2 -2.71444 1.20152 2.57568
C10 0.40378 -4.99131 0.20209
H3 4.58126 0.72290 -2.08412
H4 4.03460 -1.62820 -1.11843
C11 -1.42347 3.42531 -2.69739
H5 -1.88402 3.96440 -3.50516
H6 4.25214 0.60740 0.96649
C12 1.28049 -5.84976 0.84591
C13 -3.42895 0.87498 1.82922
H7 -3.36003 -1.84276 1.26487
H8 3.19757 -2.36190 3.11294
C14 2.06662 0.56965 -2.97480
H9 0.26661 -2.25981 3.16480
H10 -0.49087 -4.28702 4.35254
C15 -1.01238 2.13288 -2.57835
H11 0.61837 -0.83458 -2.26829
H12 -0.16529 3.29814 0.27120
N1 -0.44997 1.93187 -1.33963
Hg1 -0.46102 -0.29524 0.27493
P1 2.17766 -1.33149 0.43690
C16 1.44704 3.60301 -2.70834
H13 -5.80840 -0.29167 -0.88919
H14 0.02412 -2.98550 -0.42371
C17 -2.74713 -2.40633 1.96353
H15 5.63839 0.07631 0.05260
C18 1.17397 -0.48778 -3.12859
H16 3.47675 1.82763 -4.00060
C19 -1.16491 -3.77848 3.67522
C20 -3.81526 0.29788 -0.34356
H17 -2.67578 -6.37625 3.54454
C21 2.48719 3.94814 -0.57533
H18 -5.07965 0.79053 3.20233
C22 2.91483 -0.75180 4.48107
Br1 -7.41490 -0.14892 1.61301
C23 2.78231 -4.01286 1.23744
C24 0.71390 -3.64425 0.09014
P2 2.32873 1.28661 -1.30329
H19 0.71061 5.36247 -3.68237
C25 -5.61696 0.21049 1.19812
C26 2.77498 1.00634 -4.09529
C27 -2.94882 -5.49955 4.13548
C28 2.83971 -1.34747 3.23015
C29 4.18128 1.10317 -1.14189
H20 -0.51964 -5.36779 -0.21873
C30 -4.74691 0.64336 2.18513
H21 3.33588 -1.30159 5.31237
H22 -1.25008 4.98618 -1.26077
H23 1.57127 2.25942 3.72900
C31 2.58600 0.41227 -5.33212
C32 1.21038 4.96885 -2.80631
H24 1.45669 1.20686 1.50176
H25 2.51519 1.00691 5.64359
H26 0.29231 -1.91879 -4.46382
N2 -2.96153 0.70464 0.59388
N3 -1.50830 -1.95913 2.16646
C33 -2.45532 -4.25379 3.46461
H27 -1.05526 1.34863 -3.31664
H28 3.17661 -6.02810 1.83638
N4 -1.10456 4.02101 -1.50350
H29 -4.27423 -3.84200 2.38119
H30 1.54728 -1.10821 -6.43469
H31 -2.50576 -5.61755 5.12320
H32 2.97396 3.55608 0.31240
H33 1.04478 -6.90195 0.93591
H34 2.58351 5.97176 0.11709
H35 -4.03276 -5.49277 4.23701
H36 3.13883 0.76861 -6.19135
H37 1.11709 2.94610 -3.50504
H38 3.73429 -3.66637 1.62030
C34 -0.73817 -2.64281 3.01288
C35 1.62016 5.82641 -1.79708
H39 4.63532 2.08159 -0.97639
C36 2.26148 5.31059 -0.67714
C37 1.92071 1.24351 3.59559
H40 1.44429 6.89064 -1.88079
H41 -3.40912 0.17608 -1.34167
C38 -0.52619 3.08522 -0.72161
C39 3.95296 -1.23374 -0.10143
C40 2.47607 -5.35882 1.35477
C41 4.54995 0.16781 0.01096

Force components x, y, z for each atom (eV/Å):
C 0.0 0.0 0.0
C 0.0 0.0 0.0
C 0.0 0.0 0.0
C 0.1 0.1 -0.1
C 0.0 0.0 0.1
C 0.1 -0.1 0.0
C 0.0 0.0 0.0
H 0.0 0.0 0.0
C 0.0 0.0 0.0
C 0.5 0.2 -0.2
H 0.0 0.0 0.0
C 0.0 0.0 0.0
H 0.0 0.0 0.0
H -0.1 0.0 0.0
C -0.3 -0.1 0.1
H 0.0 0.0 0.0
H 0.0 0.1 0.0
C 0.0 0.0 0.0
C 0.0 0.0 0.0
H 0.1 0.0 0.1
H 0.0 0.1 0.0
C 0.0 -0.1 0.1
H -0.1 0.0 0.0
H 0.0 0.0 0.0
C -0.3 -0.1 0.1
H -0.1 -0.1 0.1
H 0.0 0.0 0.0
N -0.7 -0.2 0.0
Hg 0.0 0.0 -0.2
P -0.2 -0.3 0.3
C 0.8 0.2 -0.4
H 0.0 0.0 0.0
H 0.0 0.0 0.0
C 0.0 -0.1 0.0
H 0.0 0.0 0.0
C 0.0 0.1 0.0
H 0.0 0.0 0.0
C 0.0 0.0 0.0
C 0.0 0.1 0.0
H 0.0 0.0 0.0
C 0.1 0.0 -0.1
H 0.0 0.0 0.0
C 0.0 0.0 0.0
Br 0.0 0.0 0.0
C 0.1 0.0 0.0
C 0.0 0.0 0.0
P 0.3 0.2 -0.2
H 0.0 0.0 0.0
C 0.0 0.0 0.0
C 0.1 0.0 0.0
C 0.0 0.0 0.0
C 0.0 -0.1 0.0
C -0.1 0.1 0.0
H 0.0 0.0 0.0
C 0.0 0.0 0.0
H 0.0 0.0 0.0
H 0.1 0.0 0.0
H 0.0 0.0 0.0
C 0.0 0.0 0.0
C 0.4 0.0 0.0
H 0.0 0.0 0.0
H 0.0 0.0 0.0
H 0.0 0.0 0.0
N 0.0 0.0 0.1
N -0.1 0.0 0.0
C 0.0 0.1 0.0
H 0.0 0.0 0.0
H 0.0 0.0 0.0
N -0.5 -0.3 0.3
H 0.0 0.0 0.0
H 0.0 0.0 0.0
H 0.0 0.0 0.0
H 0.0 0.0 0.0
H 0.0 0.0 0.0
H 0.0 0.0 0.0
H 0.0 0.0 0.0
H 0.0 0.0 0.0
H 0.2 0.2 0.1
H 0.0 0.0 0.0
C 0.1 0.1 0.0
C 0.0 0.0 -0.1
H 0.0 0.0 0.0
C 0.0 0.0 0.1
C 0.0 0.0 0.0
H 0.0 0.0 0.0
H 0.0 0.0 0.0
C -0.4 0.1 0.0
C -0.1 -0.1 0.1
C 0.0 0.0 0.0
C 0.1 0.0 -0.1